[1]
{"formula": "C15H33N4O3", "method": "ωB97M-V/def2-TZVPD", "elements": ["O", "O", "O", "N", "N", "N", "N", "C", "C", "C", "C", "C", "C", "C", "C", "C", "C", "C", "C", "C", "C", "C", "H", "H", "H", "H", "H", "H", "H", "H", "H", "H", "H", "H", "H", "H", "H", "H", "H", "H", "H", "H", "H", "H", "H", "H", "H", "H", "H", "H", "H", "H", "H", "H", "H"], "xyz": [[-0.130, 0.639, 1.331], [-0.647, -2.161, 4.722], [-3.323, -3.691, 1.501], [-1.106, -4.057, 1.649], [-2.462, -3.350, 4.158], [1.321, 2.641, -2.341], [0.708, -0.403, 3.042], [-1.092, 2.081, -1.674], [-2.486, -5.635, 0.435], [0.111, 3.029, -1.552], [1.002, 2.480, -3.791], [-0.913, -1.600, 1.609], [-2.339, -4.370, 1.247], [2.457, 1.329, -0.464], [1.836, 1.320, -1.869], [-0.694, -2.884, 2.447], [3.644, 3.564, -2.885], [-0.091, -0.377, 2.003], [0.476, 3.747, -4.483], [2.320, 3.730, -2.123], [-3.076, -3.379, 5.484], [-1.292, -2.770, 3.873], [0.374, 3.097, -0.489], [0.564, -1.113, 3.753], [1.155, 0.463, 3.277], [-0.849, 1.079, -1.310], [1.901, 2.149, -4.323], [-1.916, 2.461, -1.063], [-2.132, -6.486, 1.013], [2.618, 0.301, -0.127], [-0.215, 4.029, -1.859], [3.424, 1.838, -0.463], [-1.966, -1.323, 1.661], [2.548, 3.799, -1.053], [1.805, 1.825, 0.259], [-0.674, -1.811, 0.567], [-2.341, -3.698, 6.226], [4.323, 4.380, -2.616], [4.136, 2.620, -2.636], [-3.539, -5.779, 0.193], [-0.453, 4.092, -4.021], [3.488, 3.603, -3.967], [2.591, 0.949, -2.572], [1.019, 0.592, -1.872], [0.268, 3.529, -5.535], [-3.433, -2.383, 5.748], [-1.444, 2.011, -2.707], [-3.915, -4.076, 5.492], [-1.915, -5.545, -0.486], [1.208, 4.559, -4.449], [-0.379, -4.705, 1.389], [-2.990, -3.730, 3.380], [0.381, -2.993, 2.596], [0.256, 1.688, -3.913], [1.878, 4.690, -2.412]], "energy_ha": -1035.9399, "orbital_gap_ev": 9.6, "homo_ev": -11.686, "charge": 1}



[2]
{"formula": "C4H10NO7S2", "method": "ωB97M-V/def2-TZVPD", "elements": ["S", "S", "O", "O", "O", "O", "O", "O", "O", "N", "C", "C", "C", "C", "H", "H", "H", "H", "H", "H", "H", "H", "H", "H"], "xyz": [[0.470, -1.481, 1.425], [-2.890, 0.077, 0.509], [-1.606, -0.860, 1.040], [0.750, -1.017, 2.750], [-3.895, -0.145, 1.497], [-3.282, -0.465, -0.772], [2.020, -1.435, 0.680], [0.059, -2.849, 1.302], [-2.448, 1.424, 0.443], [-0.377, -0.308, 0.530], [1.356, 1.986, 1.276], [-0.476, -0.377, -0.972], [0.334, 2.346, 0.476], [-0.854, -1.558, -1.756], [0.564, 0.015, -1.337], [-0.815, -1.372, -2.823], [2.348, 2.127, 1.005], [-1.840, -1.798, -1.442], [-0.768, 2.205, 0.687], [-1.140, 0.447, -1.030], [2.201, -0.516, 0.540], [0.417, 2.703, -0.568], [1.338, 1.923, 2.329], [-0.368, -2.553, -1.434]], "energy_ha": -1536.1422, "orbital_gap_ev": 9.2, "homo_ev": -6.101, "charge": -1, "relative_energy_kcal_mol": 82.44}



[3]
{"formula": "C13H6Cl4NO4", "method": "ωB97M-V/def2-TZVPD", "elements": ["Cl", "Cl", "Cl", "Cl", "O", "O", "O", "O", "N", "C", "C", "C", "C", "C", "C", "C", "C", "C", "C", "C", "C", "C", "H", "H", "H", "H", "H", "H"], "xyz": [[-2.544, -1.722, 2.268], [-2.602, 1.351, 1.291], [2.789, -1.832, 1.370], [2.806, 1.354, 1.272], [-3.665, 3.105, 3.822], [0.055, -2.904, 1.493], [-1.678, 3.421, 4.701], [0.114, 2.493, 1.390], [-2.582, 2.642, 4.287], [0.219, 1.022, 7.121], [-1.327, -0.861, 7.223], [-2.361, 1.288, 4.383], [-0.400, 1.483, 5.957], [0.088, -1.680, 1.579], [1.357, -0.906, 1.458], [0.104, 1.264, 1.413], [-1.535, 0.800, 5.437], [-1.142, -0.858, 1.802], [-1.160, 0.482, 1.558], [-0.243, -0.142, 7.755], [1.361, 0.455, 1.382], [-1.937, -0.412, 6.055], [-1.702, -1.754, 7.732], [0.235, -0.490, 8.674], [-3.075, 0.629, 3.888], [-2.790, -0.921, 5.604], [-0.081, 2.397, 5.467], [1.058, 1.591, 7.538]], "energy_ha": -2695.3915, "orbital_gap_ev": 3.6, "homo_ev": -3.347, "charge": -1, "relative_energy_kcal_mol": 18.32}